{"formula": "C4H38BO27", "method": "ωB97M-V/def2-TZVPD", "elements": ["O", "C", "O", "B", "O", "C", "O", "O", "C", "O", "C", "O", "O", "O", "H", "H", "O", "H", "H", "O", "H", "H", "O", "H", "H", "O", "H", "H", "O", "H", "H", "O", "H", "H", "O", "H", "H", "O", "H", "H", "O", "H", "H", "O", "H", "H", "O", "H", "H", "O", "H", "H", "O", "H", "H", "O", "H", "H", "O", "H", "H", "O", "H", "H", "O", "H", "H", "O", "H", "H"], "coordinates": [[0.8459, 4.5110, -0.9187], [0.2535, 3.3678, -0.9275], [0.2020, 2.5176, 0.1679], [-0.2815, 1.2018, -0.2846], [-0.8144, 1.3272, -1.6621], [-0.3979, 2.5337, -2.1243], [-0.5965, 2.9124, -3.2747], [-1.2024, 0.6849, 0.7679], [-0.8280, -0.4916, 1.1997], [-1.4219, -1.1970, 1.9846], [0.5361, -0.7295, 0.4619], [0.8450, 0.2727, -0.3243], [1.3027, -1.7365, 0.6968], [-5.4663, -6.0760, 5.8335], [-5.6020, -5.7913, 4.9297], [-4.7594, -6.7190, 5.7790], [1.1540, -2.3062, 7.0184], [1.0403, -1.4790, 7.4864], [0.2991, -2.4780, 6.6235], [3.8177, 0.3217, -5.5506], [2.8894, 0.3201, -5.7840], [4.1462, -0.5198, -5.8670], [-7.0507, -4.2277, 1.1688], [-6.3634, -3.8389, 0.6277], [-7.4726, -4.8688, 0.5968], [-4.1353, 7.1182, 1.6783], [-3.5868, 7.6011, 1.0601], [-5.0284, 7.2489, 1.3596], [6.1872, 6.7261, 0.8328], [5.6689, 7.3744, 1.3096], [5.8140, 6.7218, -0.0487], [-3.2734, 3.5090, 4.7563], [-3.3243, 2.8976, 4.0216], [-3.5844, 4.3406, 4.3986], [-2.9218, -8.0880, 0.5549], [-1.9837, -8.2435, 0.4458], [-3.0341, -7.1561, 0.3677], [1.6516, -8.7945, -0.7612], [2.2155, -9.4347, -0.3272], [2.2588, -8.1911, -1.1894], [-2.8154, 0.7483, -7.6038], [-2.2897, 1.5297, -7.4326], [-2.1729, 0.0572, -7.7642], [-6.2725, 0.4323, -4.4963], [-5.3699, 0.5926, -4.7715], [-6.7002, 1.2857, -4.5672], [-1.8488, 10.3971, -1.2727], [-1.1563, 9.7415, -1.3553], [-1.6765, 11.0186, -1.9801], [5.5072, -3.5330, 5.9002], [5.2706, -3.7819, 5.0067], [4.7041, -3.1633, 6.2670], [4.4325, -5.5762, -3.2607], [4.9411, -5.5660, -4.0716], [4.9441, -5.0459, -2.6498], [2.9769, -7.8815, 4.1240], [3.9108, -7.8775, 4.3341], [2.8649, -7.1517, 3.5148], [-4.6453, -1.5775, 7.3548], [-4.6952, -2.5035, 7.1175], [-4.4309, -1.1311, 6.5356], [5.5658, 1.5638, 0.1633], [5.0819, 1.6226, -0.6604], [5.0733, 2.1156, 0.7709], [5.5854, 4.4188, -3.9582], [5.3257, 3.6157, -4.4098], [6.5203, 4.5068, -4.1439], [1.2294, 7.0295, -7.8248], [1.1927, 6.6513, -8.7033], [0.9482, 6.3206, -7.2464]], "lumo_ev": 1.6, "total_charge": -1, "mol_weight_da": 529.133, "de_lowest_kcal_mol": 99.1, "gap_ev": 9.0, "e_homo_ha": -0.27159}

=====

{"formula": "C4H38N2O14", "method": "ωB97M-V/def2-TZVPD", "elements": ["N", "C", "C", "N", "C", "C", "O", "H", "H", "H", "H", "H", "H", "H", "H", "H", "H", "H", "H", "H", "H", "O", "H", "H", "O", "H", "H", "O", "H", "H", "O", "H", "H", "O", "H", "H", "O", "H", "H", "O", "H", "H", "O", "H", "H", "O", "H", "H", "O", "H", "H", "O", "H", "H", "O", "H", "H", "O"], "coordinates": [[-2.8066, 2.3947, -2.0531], [-1.6546, 2.9701, -1.3802], [-1.4433, 2.1771, -0.0345], [-0.7906, 0.9189, 0.4056], [0.6720, 0.9888, 0.2955], [1.4558, 0.5688, 1.5440], [2.2787, -0.5671, 1.2316], [-3.6176, 2.9676, -2.1087], [-2.7543, 1.3947, -1.8212], [-1.8419, 4.0803, -1.5691], [-0.7429, 2.7098, -2.0373], [-0.8293, 2.9426, 0.5197], [-2.4036, 2.0761, 0.4022], [-1.1438, 0.1002, 0.0177], [1.0248, 0.4309, -0.5876], [1.0759, 1.9536, -0.0668], [1.9879, 1.3710, 1.9399], [0.8826, 0.3673, 2.5086], [2.0570, -0.7138, 0.2395], [-1.9397, -2.3820, 2.4376], [-2.9413, -1.3894, 1.8500], [-2.7199, -2.3245, 1.8408], [2.9533, -1.2439, -1.2223], [3.2893, -2.6196, -1.0111], [3.4302, -1.7506, -0.5599], [-0.5056, -1.0982, 2.4975], [0.4082, -2.1313, 3.1761], [-0.5430, -1.7196, 3.2511], [2.7619, 3.0043, 0.1750], [4.1509, 3.0441, 0.9278], [3.4806, 3.5445, 0.5421], [2.0932, -3.3196, 1.5599], [2.0250, -1.9113, 1.9989], [1.7112, -2.8052, 2.2689], [-4.6097, -0.8642, -1.4566], [-3.5306, -0.6285, -0.6727], [-4.0889, -0.0154, -1.3327], [1.3419, 0.7544, -3.5090], [2.3087, 0.2592, -2.6931], [2.1468, 1.0539, -3.1450], [-1.5878, -2.5182, -0.2768], [-2.1430, -2.4781, -1.5222], [-1.4760, -1.9695, -1.0047], [0.2902, -2.0614, -1.2338], [0.8793, -2.4861, -2.5819], [1.1013, -1.9040, -1.8273], [-1.8021, 3.0090, 2.4750], [-1.8754, 2.1380, 3.6942], [-2.0926, 3.0163, 3.3780], [-2.2245, -4.2240, 1.7682], [-0.7069, -4.4420, 2.0838], [-1.3453, -4.7044, 1.4449], [4.1443, 0.1406, -0.0126], [4.6628, 1.0994, -1.0778], [3.8755, 0.8371, -0.5713], [-0.8305, 0.9544, -3.7135], [-1.0361, 0.6153, -2.3494], [-0.4621, 0.3891, -3.0418]], "lumo_ev": [2.3, 2.3], "total_charge": -1, "multiplicity": 2, "mol_weight_da": 338.348, "de_lowest_kcal_mol": 0.0, "gap_ev": [2.6, 8.2], "e_homo_ha": [-0.01004, -0.21813]}

=====

{"formula": "C4H3AgMgO2", "method": "ωB97M-V/def2-TZVPD", "elements": ["Mg", "O", "C", "H", "H", "C", "C", "C", "O", "Ag", "H"], "coordinates": [[0.6916, -2.2314, 2.1599], [0.0715, -0.9436, 0.9534], [0.4860, 0.3208, 0.6947], [-0.4504, 1.2041, 2.3954], [1.2222, 0.4235, -0.1117], [0.1461, 2.7371, 0.9498], [0.1166, 1.3718, 1.4723], [-0.0041, 2.9234, -0.3610], [-0.3707, 3.0889, -1.4574], [-1.1776, -1.5983, -0.9120], [0.5688, 3.5694, 1.5163]], "lumo_ev": [-11.2, -11.1], "total_charge": 2, "mol_weight_da": 215.239, "de_lowest_kcal_mol": 0.0, "gap_ev": [3.8, 3.8], "e_homo_ha": [-0.54786, -0.54783]}

=====

Copy entry 2 word for word.
{"formula": "C4H38N2O14", "method": "ωB97M-V/def2-TZVPD", "elements": ["N", "C", "C", "N", "C", "C", "O", "H", "H", "H", "H", "H", "H", "H", "H", "H", "H", "H", "H", "H", "H", "O", "H", "H", "O", "H", "H", "O", "H", "H", "O", "H", "H", "O", "H", "H", "O", "H", "H", "O", "H", "H", "O", "H", "H", "O", "H", "H", "O", "H", "H", "O", "H", "H", "O", "H", "H", "O"], "coordinates": [[-2.8066, 2.3947, -2.0531], [-1.6546, 2.9701, -1.3802], [-1.4433, 2.1771, -0.0345], [-0.7906, 0.9189, 0.4056], [0.6720, 0.9888, 0.2955], [1.4558, 0.5688, 1.5440], [2.2787, -0.5671, 1.2316], [-3.6176, 2.9676, -2.1087], [-2.7543, 1.3947, -1.8212], [-1.8419, 4.0803, -1.5691], [-0.7429, 2.7098, -2.0373], [-0.8293, 2.9426, 0.5197], [-2.4036, 2.0761, 0.4022], [-1.1438, 0.1002, 0.0177], [1.0248, 0.4309, -0.5876], [1.0759, 1.9536, -0.0668], [1.9879, 1.3710, 1.9399], [0.8826, 0.3673, 2.5086], [2.0570, -0.7138, 0.2395], [-1.9397, -2.3820, 2.4376], [-2.9413, -1.3894, 1.8500], [-2.7199, -2.3245, 1.8408], [2.9533, -1.2439, -1.2223], [3.2893, -2.6196, -1.0111], [3.4302, -1.7506, -0.5599], [-0.5056, -1.0982, 2.4975], [0.4082, -2.1313, 3.1761], [-0.5430, -1.7196, 3.2511], [2.7619, 3.0043, 0.1750], [4.1509, 3.0441, 0.9278], [3.4806, 3.5445, 0.5421], [2.0932, -3.3196, 1.5599], [2.0250, -1.9113, 1.9989], [1.7112, -2.8052, 2.2689], [-4.6097, -0.8642, -1.4566], [-3.5306, -0.6285, -0.6727], [-4.0889, -0.0154, -1.3327], [1.3419, 0.7544, -3.5090], [2.3087, 0.2592, -2.6931], [2.1468, 1.0539, -3.1450], [-1.5878, -2.5182, -0.2768], [-2.1430, -2.4781, -1.5222], [-1.4760, -1.9695, -1.0047], [0.2902, -2.0614, -1.2338], [0.8793, -2.4861, -2.5819], [1.1013, -1.9040, -1.8273], [-1.8021, 3.0090, 2.4750], [-1.8754, 2.1380, 3.6942], [-2.0926, 3.0163, 3.3780], [-2.2245, -4.2240, 1.7682], [-0.7069, -4.4420, 2.0838], [-1.3453, -4.7044, 1.4449], [4.1443, 0.1406, -0.0126], [4.6628, 1.0994, -1.0778], [3.8755, 0.8371, -0.5713], [-0.8305, 0.9544, -3.7135], [-1.0361, 0.6153, -2.3494], [-0.4621, 0.3891, -3.0418]], "lumo_ev": [2.3, 2.3], "total_charge": -1, "multiplicity": 2, "mol_weight_da": 338.348, "de_lowest_kcal_mol": 0.0, "gap_ev": [2.6, 8.2], "e_homo_ha": [-0.01004, -0.21813]}

=====

What did the second record say?
{"formula": "C4H38N2O14", "method": "ωB97M-V/def2-TZVPD", "elements": ["N", "C", "C", "N", "C", "C", "O", "H", "H", "H", "H", "H", "H", "H", "H", "H", "H", "H", "H", "H", "H", "O", "H", "H", "O", "H", "H", "O", "H", "H", "O", "H", "H", "O", "H", "H", "O", "H", "H", "O", "H", "H", "O", "H", "H", "O", "H", "H", "O", "H", "H", "O", "H", "H", "O", "H", "H", "O"], "coordinates": [[-2.8066, 2.3947, -2.0531], [-1.6546, 2.9701, -1.3802], [-1.4433, 2.1771, -0.0345], [-0.7906, 0.9189, 0.4056], [0.6720, 0.9888, 0.2955], [1.4558, 0.5688, 1.5440], [2.2787, -0.5671, 1.2316], [-3.6176, 2.9676, -2.1087], [-2.7543, 1.3947, -1.8212], [-1.8419, 4.0803, -1.5691], [-0.7429, 2.7098, -2.0373], [-0.8293, 2.9426, 0.5197], [-2.4036, 2.0761, 0.4022], [-1.1438, 0.1002, 0.0177], [1.0248, 0.4309, -0.5876], [1.0759, 1.9536, -0.0668], [1.9879, 1.3710, 1.9399], [0.8826, 0.3673, 2.5086], [2.0570, -0.7138, 0.2395], [-1.9397, -2.3820, 2.4376], [-2.9413, -1.3894, 1.8500], [-2.7199, -2.3245, 1.8408], [2.9533, -1.2439, -1.2223], [3.2893, -2.6196, -1.0111], [3.4302, -1.7506, -0.5599], [-0.5056, -1.0982, 2.4975], [0.4082, -2.1313, 3.1761], [-0.5430, -1.7196, 3.2511], [2.7619, 3.0043, 0.1750], [4.1509, 3.0441, 0.9278], [3.4806, 3.5445, 0.5421], [2.0932, -3.3196, 1.5599], [2.0250, -1.9113, 1.9989], [1.7112, -2.8052, 2.2689], [-4.6097, -0.8642, -1.4566], [-3.5306, -0.6285, -0.6727], [-4.0889, -0.0154, -1.3327], [1.3419, 0.7544, -3.5090], [2.3087, 0.2592, -2.6931], [2.1468, 1.0539, -3.1450], [-1.5878, -2.5182, -0.2768], [-2.1430, -2.4781, -1.5222], [-1.4760, -1.9695, -1.0047], [0.2902, -2.0614, -1.2338], [0.8793, -2.4861, -2.5819], [1.1013, -1.9040, -1.8273], [-1.8021, 3.0090, 2.4750], [-1.8754, 2.1380, 3.6942], [-2.0926, 3.0163, 3.3780], [-2.2245, -4.2240, 1.7682], [-0.7069, -4.4420, 2.0838], [-1.3453, -4.7044, 1.4449], [4.1443, 0.1406, -0.0126], [4.6628, 1.0994, -1.0778], [3.8755, 0.8371, -0.5713], [-0.8305, 0.9544, -3.7135], [-1.0361, 0.6153, -2.3494], [-0.4621, 0.3891, -3.0418]], "lumo_ev": [2.3, 2.3], "total_charge": -1, "multiplicity": 2, "mol_weight_da": 338.348, "de_lowest_kcal_mol": 0.0, "gap_ev": [2.6, 8.2], "e_homo_ha": [-0.01004, -0.21813]}

=====

Q: Number 3 is which compound?
A: C4H3AgMgO2